ORCA calculation (ωB97M-V/def2-TZVPD) on a single C12H13N3O2S3 molecule.

Atoms and positions in Å:
C -3.877489 -1.511925 0.492191
H -3.323187 -0.993423 1.270805
H -4.179147 -2.495097 0.840457
H -4.757293 -0.950597 0.185923
S -2.778850 -1.809784 -0.927286
C -1.848244 -0.266796 -0.972147
N -0.670058 -0.140087 -1.377550
C 0.181068 -1.235398 -1.739925
C 1.260214 -1.292019 -0.691155
C 0.999035 -1.837482 0.560444
C 1.987525 -1.802490 1.528856
C 3.199970 -1.210039 1.208215
N 3.458573 -0.685064 0.022740
C 2.512377 -0.725706 -0.898097
H 2.767568 -0.281257 -1.851695
H 4.003623 -1.149130 1.930591
H 1.817789 -2.217390 2.510177
H 0.034561 -2.275974 0.771396
H -0.364129 -2.187854 -1.791682
H 0.612131 -1.006871 -2.717547
N -2.484284 0.850510 -0.486106
H -3.490841 0.839210 -0.425249
S -1.730393 1.539869 0.872213
O -1.480314 0.496860 1.823717
O -2.576152 2.623310 1.258350
C -0.199979 2.100186 0.231426
C 1.037593 1.788659 0.704093
C 2.059716 2.400085 -0.050342
C 1.566449 3.156121 -1.067994
S -0.151575 3.143651 -1.124742
H 2.116639 3.724822 -1.791151
H 3.106482 2.267040 0.151811
H 1.190621 1.144060 1.549263

Forces on the atoms, in the same order (eV/Å):
0.2 0.1 -0.3
-0.1 -0.1 0.1
0.0 0.0 0.1
-0.1 0.0 0.1
0.0 0.2 0.0
0.1 -1.4 -0.5
-0.1 0.3 -0.4
-0.1 -0.3 0.1
0.2 -0.2 0.0
0.2 0.1 -0.1
-0.1 0.0 -0.1
0.0 -0.1 0.3
0.5 0.2 -0.1
-0.3 -0.2 -0.1
-0.1 0.0 -0.2
0.0 -0.1 0.1
0.0 0.0 0.1
-0.1 0.0 0.0
0.2 0.0 -0.1
0.0 -0.1 0.0
0.1 1.3 0.8
0.0 0.1 0.2
-0.3 -0.1 -0.1
0.4 -0.1 0.0
-0.1 0.2 -0.2
-0.5 0.2 0.1
-0.3 -0.1 0.2
0.0 0.1 -0.1
-0.5 0.0 0.0
0.4 0.0 0.0
0.1 0.1 -0.2
0.2 0.0 0.0
0.0 -0.2 0.2

Calculated values
SMILES: CS/C(=N\Cc1cccnc1)NS(=O)(=O)c1cccs1
Energy above the lowest of the compared OMol25 structures with the same formula, charge and spin: 33.89 kcal per mole
HOMO level: -9.03 eV
2S+1: 1
E_LUMO: 0.5 eV
Total energy: -53724.7474 eV
F_max: 0.029 Eh/bohr
Net charge: 0